2 unconnected molecules or ions with the total composition C19H19NO4 in a non-equilibrium geometry. Source: the OMol25 dataset; level of theory: wB97M-V/def2-TZVPD.

Calculated values
- Orbital gap: 2.92 eV
- Energy above the lowest of the compared OMol25 structures with the same formula, charge and spin: 139.9 kcal per mole
- Molar mass: 325.36 g mol⁻¹

Geometry as XYZ:
```
43
Properties=species:S:1:pos:R:3:forces:R:3
C 0.3730 -3.9411 -0.8956 -0.7 -0.4 -0.2
C 0.6474 -5.0369 -1.9130 -0.1 -0.3 -0.5
O -0.6258 -5.2990 -2.5060 -0.1 -0.5 0.5
C -1.5253 -4.2787 -2.0961 1.6 1.5 0.8
O -2.7080 -4.3827 -2.3614 0.7 0.2 -0.1
N -0.7820 -3.2890 -1.4509 -1.5 -0.2 -0.3
H 0.0847 -4.4111 0.0775 0.5 0.2 -0.1
H 1.2591 -3.2988 -0.7680 -0.2 0.0 0.1
H 1.3267 -4.6742 -2.7029 0.0 -0.2 0.2
H 1.0215 -5.9595 -1.4569 0.1 0.1 -0.2
C -1.8303 5.1598 -3.8258 0.3 -0.5 0.0
O -1.0121 3.9937 -4.0742 -0.2 -0.5 0.6
C -0.8064 3.0497 -3.1199 0.2 0.5 0.3
C 0.0762 1.9988 -3.4809 -0.4 0.7 0.0
C 0.4750 1.0817 -2.5471 -0.3 -0.4 0.2
C -0.0240 1.1122 -1.2103 -0.5 0.4 -0.6
C 0.4394 0.1413 -0.2804 0.3 0.3 0.5
C 0.6079 0.3627 1.1076 0.3 0.1 0.4
C 1.0097 -0.7236 1.9538 -0.2 -0.1 0.3
C 1.0199 -0.5722 3.3235 -0.5 0.9 -0.2
C 0.6087 0.6588 3.9005 0.0 -0.4 0.2
O 0.5218 0.6344 5.2596 0.3 -0.5 -1.5
C 0.9076 -0.7202 5.6915 -0.1 0.0 0.4
C 1.2885 -1.5258 4.4395 0.3 -0.5 0.2
C 0.3395 1.7846 3.1014 0.1 -0.1 0.5
C 0.4214 1.6454 1.7362 -0.4 -0.4 -0.4
C -0.9936 2.1133 -0.9017 0.5 -0.2 0.0
C -1.3442 3.0981 -1.8075 0.0 0.0 -0.6
H -1.8556 5.6534 -4.7991 -0.1 0.0 0.3
H -2.8430 4.8760 -3.5107 0.2 0.1 -0.1
H -1.3616 5.8121 -3.0773 -0.1 -0.2 -0.1
H 0.4146 1.9870 -4.5129 0.1 -0.1 0.2
H 1.1896 0.3125 -2.8292 -0.2 0.0 0.1
H 0.7357 -0.8383 -0.6683 -0.1 0.2 0.0
H 1.2718 -1.6929 1.5252 -0.2 0.2 -0.1
H 1.7466 -0.6117 6.3923 -0.3 0.0 -0.2
H 0.0503 -1.1695 6.2137 0.3 0.4 -0.1
H 0.6956 -2.4412 4.3541 0.1 0.1 0.0
H 2.3421 -1.8200 4.4857 -0.1 0.0 -0.1
H 0.0654 2.7208 3.5831 0.2 -0.1 -0.2
H 0.2995 2.5183 1.0998 0.0 -0.2 0.2
H -1.4888 2.0810 0.0666 0.1 0.0 -0.3
H -2.0387 3.8908 -1.5153 0.2 -0.4 -0.2
```
Forces are in eV/Å.

Atomic partial charges in e from the natural (NBO) method, atoms 1 to 6: -0.2531, -0.0832, -0.5575, 0.8289, -0.6709, -0.7648